Entry i
Here is an isolated molecule of C16H21N3O3S2 from OMol25. Energies are from ωB97M-V with the def2-TZVPD basis set.

Computed properties:
* multiplicity: 1
* molar mass: 367.496 g mol⁻¹
* charge: 0
* structure (SMILES): CCCCOC(=O)Nc1nnc(SCCOc2ccc(C)cc2)s1
* HOMO-LUMO gap: 8.77 eV
* E_HOMO: -8.1 eV

Structure (XYZ):
```
45
C16H21N3O3S2 (ωB97M-V with the def2-TZVPD basis set)
C -9.17073 -1.32926 -0.04686
C -7.88097 -1.01392 -0.79410
C -6.75239 -0.64864 0.16709
C -5.46680 -0.33612 -0.58296
H -5.13977 -1.19562 -1.17879
H -5.59442 0.51736 -1.25704
O -4.44527 -0.02570 0.37195
C -3.35111 0.56019 -0.11772
O -3.15936 0.85052 -1.26978
N -2.45025 0.80023 0.88889
C -1.24004 1.39236 0.65723
N -0.36956 1.61835 1.57996
N 0.73649 2.20286 1.13023
C 0.71922 2.42943 -0.14117
S 1.99771 3.18196 -1.02203
C 3.19227 3.44753 0.33040
C 3.84733 2.14906 0.76752
O 4.56708 1.63931 -0.33002
C 5.15459 0.41221 -0.21752
C 5.79064 -0.06298 -1.36443
C 6.42211 -1.28736 -1.35409
C 6.44081 -2.07581 -0.20718
C 5.80556 -1.59474 0.92597
C 5.16681 -0.36458 0.93297
H 4.68802 -0.02749 1.83912
H 5.80596 -2.18677 1.83027
C 7.11550 -3.41471 -0.21354
H 6.48723 -4.14969 -0.71779
H 8.06332 -3.36553 -0.74588
H 7.29900 -3.76251 0.80005
H 6.91038 -1.64127 -2.25067
H 5.77352 0.55064 -2.25131
H 3.07485 1.44413 1.09941
H 4.52210 2.35783 1.61141
H 2.65714 3.90464 1.15941
H 3.93356 4.12987 -0.08199
S -0.75868 1.90460 -0.94904
H -2.67144 0.53165 1.83707
H -6.56734 -1.47556 0.85470
H -7.03744 0.22197 0.76023
H -8.05191 -0.18365 -1.48222
H -7.58297 -1.88027 -1.38809
H -9.49328 -0.47080 0.53756
H -9.96240 -1.58517 -0.74634
H -9.02510 -2.16856 0.62914
```

---

Entry ii
Here is an isolated molecule of C16H21N3O3S2 from OMol25. Energies are from ωB97M-V with the def2-TZVPD basis set.

Computed properties:
* multiplicity: 1
* molar mass: 367.496 g mol⁻¹
* charge: 0
* structure (SMILES): CCCCc1ccc(S(=O)(=O)NNC(=S)NCc2ccco2)cc1
* HOMO-LUMO gap: 8.76 eV
* E_HOMO: -8.4 eV

Structure (XYZ):
```
45
C16H21N3O3S2 (ωB97M-V with the def2-TZVPD basis set)
C 2.74899 -0.18999 5.91301
C 2.54316 -1.44150 5.06783
C 1.32249 -1.35633 4.15207
H 0.43745 -1.11927 4.74662
H 1.15688 -2.33161 3.68820
C 1.47957 -0.30731 3.04212
C 0.28652 -0.33422 2.13779
C -0.83186 0.44460 2.42498
C -1.94498 0.40925 1.60593
C -1.93278 -0.41601 0.49805
C -0.84620 -1.21335 0.19989
C 0.26118 -1.17239 1.02747
H 1.12227 -1.78236 0.80015
H -0.88172 -1.84739 -0.67178
S -3.31750 -0.34049 -0.61411
O -3.13155 -1.23469 -1.73155
O -4.56590 -0.40000 0.07380
N -3.16648 1.27556 -1.20168
N -1.89077 1.81952 -1.24278
C -0.77878 1.25000 -1.80459
N -0.93851 0.23748 -2.66353
H -1.84120 -0.21776 -2.74804
C 0.17313 -0.34787 -3.38917
C 0.30939 0.26413 -4.74541
C 0.91102 1.41777 -5.15401
C 0.67413 1.51338 -6.54686
C -0.05513 0.41435 -6.87747
O -0.28553 -0.34646 -5.79481
H -0.45338 0.07086 -7.81151
H 1.00370 2.29089 -7.20467
H 1.45186 2.10373 -4.53537
H -0.00310 -1.42040 -3.48694
H 1.08363 -0.15923 -2.81223
S 0.68247 1.90138 -1.39655
H -1.68671 2.48291 -0.50331
H -3.67516 1.37884 -2.07402
H -2.82009 1.00862 1.80198
H -0.82122 1.09303 3.28824
H 2.38357 -0.52328 2.47079
H 1.57891 0.68280 3.48620
H 2.41351 -2.29835 5.73291
H 3.43541 -1.62362 4.46498
H 2.98588 0.66950 5.29154
H 3.57130 -0.33806 6.60892
H 1.85214 0.03334 6.48690
```

---

Of them, the most stable is entry i and the least stable is entry ii.

---

Entry i
Here is a cluster of 14 separate species, C6H39NO13 in total from OMol25. Energies are from ωB97M-V with the def2-TZVPD basis set.

Computed properties:
* multiplicity: 1
* molar mass: 333.372 g mol⁻¹
* charge: 0
* HOMO-LUMO gap: 9.09 eV
* E_HOMO: -9.0 eV

Structure (XYZ):
```
59
C6H39NO13 (ωB97M-V with the def2-TZVPD basis set)
C -0.89328 0.46921 2.11433
C -0.54677 0.60893 0.61899
C 0.22004 -0.55151 -0.07739
C 1.68966 -0.38888 -0.39642
C 2.71901 -0.77941 0.33792
C 1.99509 0.06072 -1.77601
N -1.89692 0.76753 -0.03322
H -0.50568 -0.44477 2.55462
H -0.73035 1.39917 2.67873
H -1.97704 0.40544 2.12801
H 0.04774 1.45943 0.26451
H 0.14305 -1.42847 0.61270
H -0.32806 -0.90671 -0.96755
H 2.93302 -1.14626 1.33334
H 3.74788 -0.87407 -0.11010
H 1.32744 -0.48412 -2.47960
H 2.99561 -0.12968 -2.16505
H 1.73903 1.10400 -1.99131
H -2.52301 0.07348 0.37031
H -1.88904 0.55942 -1.02386
H -1.74806 3.36493 0.00455
H -0.71296 4.33254 -0.50128
O -1.66420 4.19995 -0.46208
H 1.63771 1.04742 2.37879
H 3.08920 1.81467 2.55553
O 2.13782 1.87377 2.35813
H 2.05141 2.13505 0.20042
H 1.17909 3.37921 0.11841
O 1.70676 2.78296 -0.43353
H 1.49721 -1.14345 4.16310
H 1.14348 -1.88455 2.85350
O 1.68308 -1.13095 3.21591
H -2.06606 1.41364 -3.19568
H -0.82471 2.34499 -2.86874
O -1.11622 1.52228 -3.32892
H 0.69101 3.42158 2.12122
H -0.72115 4.25483 2.25887
O -0.05811 3.85813 1.69036
H -0.16912 4.41623 -2.55532
H 0.79290 3.36919 -1.93120
O 0.38895 3.66337 -2.77855
H -3.63808 -2.17186 1.87538
H -3.85433 -2.30229 0.43606
O -4.09175 -1.70691 1.16511
H 0.81465 -3.89822 1.89787
H -0.48941 -3.20681 2.32240
O 0.40687 -3.38910 2.63927
H 0.24118 -3.68454 -2.98261
H -0.20419 -2.35255 -2.62008
O -0.12932 -3.23859 -2.20417
H -1.93594 -2.44234 0.00344
H -1.60295 -3.91526 -0.05426
O -1.74284 -3.19863 0.57187
H -1.99416 -1.59092 -4.05763
H -1.18069 -0.34474 -3.38873
O -1.75569 -1.11980 -3.25905
H 2.00166 -3.06024 0.17786
H 0.63914 -3.43294 -0.49298
O 1.33041 -3.75351 0.11378
```

---

Entry ii
Here is a cluster of 13 separate species, C6H39NO13 in total from OMol25. Energies are from ωB97M-V with the def2-TZVPD basis set.

Computed properties:
* multiplicity: 1
* molar mass: 333.372 g mol⁻¹
* charge: 0
* HOMO-LUMO gap: 8.67 eV
* E_HOMO: -8.9 eV

Structure (XYZ):
```
59
C6H39NO13 (ωB97M-V with the def2-TZVPD basis set)
C 1.66175 -3.23707 0.94330
C 0.95365 -3.55506 -0.42280
C 0.09702 -2.30415 -0.71046
O -0.69932 -2.50410 -1.89841
C 0.75348 -2.87532 2.14823
N 0.78301 -1.42394 2.32400
C 0.46120 -0.97969 3.70026
C 0.11265 0.53918 3.67178
H 2.43453 -2.49905 0.74266
H 2.24721 -4.16140 1.02627
H 1.73510 -3.56523 -1.18093
H 0.19215 -4.33325 -0.41774
H -0.64298 -2.19235 0.05758
H 0.75051 -1.43725 -0.85117
H -1.60844 -2.28372 -1.64542
H -0.20850 -3.29858 1.82121
H 1.15000 -3.41519 2.99820
H 0.11393 -0.90335 1.75282
H -0.18747 -1.60640 4.31577
H 1.44916 -0.90356 4.17800
H 0.78362 1.03674 4.36780
H -0.92378 0.75884 3.94128
H 0.21089 0.94817 2.66995
H -1.83982 0.50067 0.98506
H -1.17108 0.44544 -0.35106
O -1.10488 0.05129 0.55312
H -0.49845 -1.19199 -2.95132
H 0.04715 -0.79573 -4.22241
O -0.65925 -0.50221 -3.63126
H 1.76839 4.28186 0.35476
H 3.96375 1.14153 1.99957
O 1.95222 3.92702 1.22521
H -1.69895 2.80164 0.96633
H -0.30185 3.37922 1.06144
O -0.96164 3.09122 0.41359
H 2.52917 0.91478 -2.56665
H 2.89160 2.02754 -3.39090
O 2.44392 1.17789 -3.49255
H -1.06243 2.29148 -1.84757
H -2.31412 2.13442 -1.22615
O -1.63961 1.54428 -1.59703
H -4.15268 1.22973 1.19555
H -4.39887 2.43486 0.26186
O -3.83628 2.10717 0.97001
H -3.67826 -1.39310 0.24140
H -2.12531 -1.41368 0.35709
O -2.91285 -1.94925 0.13019
H 2.81967 3.52397 1.25625
H -0.68399 1.63474 -3.71338
O -0.01293 2.32104 -3.82845
H 1.01697 1.84215 -0.01960
H 0.75785 1.75012 -3.63502
O 1.73940 2.04010 -0.61616
H -2.71611 -0.58879 -3.95876
H -2.65214 0.53620 -2.94009
O -3.23758 -0.15402 -3.28581
H 3.57114 0.10849 0.96377
H 2.62013 1.94484 -0.24961
O 3.91836 1.00082 1.05641
```

---

Of them, the most stable is entry i and the least stable is entry ii.